Formula: C3HNS2
Source: the Open Molecules 2025 dataset
Level of theory: ωB97M-V/def2-TZVPD

Output
E_HOMO = -9.9 eV
ΔE to the lowest compared entry with this formula, charge and spin = 58.14 kJ/mol
Structure (SMILES) = N#CC(=S)C=S
HOMO-LUMO gap = 6.823 eV
Total charge = 0

Geometry as XYZ:
```
7
Properties=species:S:1:pos:R:3:forces:R:3
N -0.797 2.425 0.002 3.65 -6.61 0.26
C -0.306 1.298 0.056 -4.37 6.09 0.20
C -0.439 -0.165 0.202 -2.09 0.75 -1.17
S -1.914 -0.863 -0.101 1.32 0.56 0.58
C 0.757 -0.915 0.249 3.53 -1.25 -0.90
S 2.215 -0.151 -0.106 -2.06 -1.27 0.75
H 0.686 -2.055 0.271 0.02 1.73 0.28
```
Positions in Å, forces in eV/Å.

And the Löwdin charges, in e, turn out to be:
1 N 0.16
2 C -0.28
3 C -0.88
4 S 0.82
5 C -0.66
6 S 0.75
7 H 0.09

Formula: C3H8ClFS
Source: the Open Molecules 2025 dataset
Level of theory: ωB97M-V/def2-TZVPD

Output
E_HOMO = -6.9 eV
ΔE to the lowest compared entry with this formula, charge and spin = 211.06 kJ/mol
HOMO-LUMO gap = 7.752 eV
Total charge = 0

Geometry as XYZ:
```
14
Properties=species:S:1:pos:R:3:forces:R:3
C 2.374 -0.174 -0.107 0.03 0.17 0.10
C 0.875 -0.440 -0.064 0.76 0.18 0.39
C -2.604 0.069 0.292 -0.38 -0.28 0.21
H 2.927 -1.043 0.269 -0.11 0.08 -0.06
H 2.640 0.686 0.516 -0.04 -0.15 -0.13
H 2.704 0.035 -1.130 -0.07 -0.03 0.15
H 0.545 -0.671 0.952 0.02 0.02 0.05
H 0.619 -1.301 -0.683 0.33 0.12 0.08
H 0.272 1.857 0.140 2.15 0.82 0.39
H -2.571 -0.665 1.099 -0.06 -0.06 -0.16
H -2.256 1.045 0.621 0.30 0.16 -0.24
F -3.873 0.173 -0.178 -0.03 -0.05 -0.03
S -0.133 0.920 -0.731 4.99 6.66 1.48
Cl -1.518 -0.490 -0.996 -7.90 -7.64 -2.23
```
Positions in Å, forces in eV/Å.

And the Löwdin charges, in e, turn out to be:
1 C -0.17
2 C -0.60
3 C -0.52
4 H 0.07
5 H 0.06
6 H 0.07
7 H 0.08
8 H 0.03
9 H -0.14
10 H 0.09
11 H 0.07
12 F -0.06
13 S 0.44
14 Cl 0.57

Formula: C25H44OP2Tl
Source: the Open Molecules 2025 dataset
Level of theory: ωB97M-V/def2-TZVPD

Output
E_HOMO (spin up / spin down) = -9.3 / -9.5 eV
HOMO-LUMO gap (spin up / spin down) = 5.764 / 6.307 eV
Total charge = +1

Geometry as XYZ:
```
73
Properties=species:S:1:pos:R:3:forces:R:3
Tl -1.697 -1.088 0.455 -2.55 0.70 0.19
C -3.296 1.847 1.834 -0.63 -0.67 -0.72
C -2.974 2.548 0.635 -0.27 -0.65 1.22
C -4.649 1.045 0.150 1.38 1.91 -2.17
C -4.341 0.928 1.536 1.58 1.01 1.06
C -3.803 2.043 -0.407 -1.95 -2.18 0.48
C -2.681 2.044 3.161 0.12 0.23 0.65
H -1.675 2.467 3.070 -0.10 -0.08 0.13
H -2.605 1.098 3.712 0.06 0.22 -0.03
H -3.276 2.738 3.775 0.24 -0.13 0.02
C -5.019 0.022 2.483 -0.21 -0.23 0.53
H -4.608 0.136 3.494 -0.14 -0.10 -0.22
H -4.921 -1.039 2.194 -0.06 0.29 0.01
H -6.099 0.238 2.543 0.28 -0.08 -0.08
C -5.698 0.290 -0.561 -0.50 -0.32 -0.36
H -6.701 0.716 -0.378 0.27 -0.16 -0.03
H -5.733 -0.764 -0.244 -0.03 0.25 -0.08
H -5.534 0.316 -1.646 -0.09 -0.05 0.24
C -3.813 2.483 -1.814 -0.03 0.28 -0.56
H -4.617 3.211 -1.998 0.18 -0.10 -0.09
H -3.970 1.637 -2.494 0.02 0.20 0.05
H -2.867 2.964 -2.080 -0.14 -0.04 -0.09
C -1.985 3.634 0.498 0.50 0.31 -0.04
H -2.473 4.622 0.573 0.17 -0.27 -0.05
H -1.477 3.594 -0.479 -0.17 0.08 0.26
H -1.219 3.584 1.286 -0.24 0.09 -0.21
C 4.454 -1.440 0.756 0.38 0.44 0.65
C 4.521 -0.203 1.270 0.51 -0.85 0.34
C 5.305 0.943 0.708 0.22 0.39 -0.47
C 5.471 0.945 -0.844 0.57 0.38 0.87
C 4.223 0.667 -1.605 -0.34 -1.00 -1.03
C 3.845 -0.537 -2.091 0.81 1.25 -0.10
C 4.491 -1.850 -1.783 0.37 -0.42 0.09
C 5.225 -1.955 -0.416 0.11 -0.46 -0.71
H 6.314 0.954 1.161 -0.36 0.02 -0.07
H 6.289 0.267 -1.124 -0.38 0.34 -0.05
H 4.840 1.901 1.000 0.06 -0.35 0.01
H 6.218 -1.492 -0.487 -0.40 -0.25 0.15
H 3.948 -2.230 1.308 0.04 0.29 0.01
H 4.138 -0.034 2.283 -0.18 -0.13 -0.38
H 5.388 -3.032 -0.235 0.11 0.41 -0.12
H 3.737 -2.658 -1.826 0.16 0.36 -0.07
H 3.096 -0.587 -2.884 -0.18 0.10 0.44
H 5.218 -2.076 -2.584 -0.25 -0.07 0.21
H 5.792 1.963 -1.119 0.04 -0.39 0.05
H 3.665 1.564 -1.874 -0.05 -0.22 -0.15
P 0.709 -0.561 1.182 -0.01 0.00 -0.39
C 1.260 -1.950 2.192 0.69 0.03 0.34
C 1.500 1.002 1.616 0.54 0.30 0.36
P -0.077 -0.261 -1.742 0.46 -0.26 0.53
C 1.213 -0.933 -0.547 -0.01 0.34 0.17
C 0.763 1.213 -2.401 0.05 0.32 -0.33
C -0.013 -1.497 -3.073 0.13 0.08 -0.32
H 0.666 -2.849 1.959 0.21 0.41 0.02
H 1.121 -1.687 3.251 0.07 -0.19 -0.26
H 2.322 -2.135 1.984 -0.45 -0.16 0.37
H 2.583 0.941 1.434 -0.48 0.13 0.05
H 1.328 1.205 2.686 0.03 -0.01 -0.37
H 1.088 1.840 1.033 -0.05 -0.41 0.15
H 1.024 -1.687 -3.375 -0.23 -0.05 -0.06
H -0.581 -1.107 -3.926 0.12 -0.17 0.09
H -0.481 -2.431 -2.739 0.13 0.19 -0.03
H 1.292 -2.023 -0.679 0.04 0.24 0.04
H 2.187 -0.455 -0.707 -0.23 -0.42 -0.12
H 0.212 1.573 -3.278 0.08 -0.04 0.17
H 1.800 1.007 -2.691 -0.33 0.01 0.02
H 0.765 2.020 -1.659 -0.05 -0.19 -0.08
C -3.650 -3.959 0.179 -0.43 0.21 -0.08
C -2.243 -3.497 0.003 1.50 -0.25 -0.14
O -1.219 -4.041 -0.304 -1.24 -0.09 0.13
H -3.729 -4.604 1.067 0.12 0.04 -0.30
H -4.012 -4.481 -0.719 0.20 -0.05 0.27
H -4.277 -3.068 0.343 0.17 -0.37 -0.04
```
Positions in Å, forces in eV/Å.

And the Löwdin charges, in e, turn out to be:
1 Tl 0.74
2 C -0.25
3 C -0.19
4 C -0.23
5 C -0.23
6 C -0.22
7 C -0.06
8 H 0.06
9 H 0.07
10 H 0.09
11 C -0.03
12 H 0.08
13 H 0.08
14 H 0.10
15 C -0.03
16 H 0.10
17 H 0.07
18 H 0.08
19 C -0.04
20 H 0.10
21 H 0.08
22 H 0.07
23 C -0.02
24 H 0.11
25 H 0.07
26 H 0.07
27 C -0.11
28 C -0.14
29 C -0.17
30 C -0.18
31 C -0.11
32 C -0.15
33 C -0.17
34 C -0.18
35 H 0.13
36 H 0.11
37 H 0.11
38 H 0.11
39 H 0.08
40 H 0.11
41 H 0.12
42 H 0.11
43 H 0.09
44 H 0.13
45 H 0.12
46 H 0.10
47 P 0.67
48 C -0.24
49 C -0.23
50 P 0.76
51 C -0.53
52 C -0.26
53 C -0.26
54 H 0.05
55 H 0.06
56 H 0.01
57 H 0.01
58 H 0.07
59 H 0.05
60 H 0.05
61 H 0.05
62 H 0.04
63 H 0.07
64 H 0.01
65 H 0.06
66 H 0.01
67 H 0.04
68 C -0.06
69 C -0.46
70 O 0.01
71 H 0.10
72 H 0.10
73 H 0.05

Formula: FeO12S3
Source: the Open Molecules 2025 dataset
Level of theory: ωB97M-V/def2-TZVPD

Output
E_HOMO (spin up / spin down) = 1.0 / 0.4 eV
Multiplicity = 6
ΔE to the lowest compared entry with this formula, charge and spin = 0.00 kJ/mol
HOMO-LUMO gap (spin up / spin down) = 6.849 / 7.415 eV
Total charge = -3

Geometry as XYZ:
```
16
Properties=species:S:1:pos:R:3:forces:R:3
Fe -0.158 -0.050 -0.024 -0.14 0.76 0.06
S 2.025 -1.411 0.407 0.20 1.50 -1.12
O 0.572 -1.790 0.306 -0.40 -3.47 0.91
O 2.599 -1.500 1.727 -0.01 -0.49 0.94
O 2.858 -2.031 -0.596 0.36 -1.13 -0.42
O 1.767 0.013 -0.002 2.31 1.65 0.31
S -1.736 0.343 2.043 0.86 0.24 -1.25
O -2.008 -0.054 0.596 -2.32 -0.99 0.15
O -2.353 1.626 2.294 -0.53 0.49 0.69
O -2.037 -0.675 3.033 -0.44 -0.17 0.02
O -0.249 0.470 1.830 0.84 0.95 2.47
S -0.250 1.044 -2.391 -0.75 0.55 -0.53
O -0.128 1.681 -1.047 0.52 2.06 0.50
O 0.907 1.153 -3.252 0.56 0.42 -0.29
O -0.346 -0.366 -1.879 -1.08 -1.91 -2.28
O -1.461 1.548 -3.044 0.03 -0.46 -0.16
```
Positions in Å, forces in eV/Å.

And the Löwdin charges, in e, turn out to be:
1 Fe 0.89
2 S 0.27
3 O -0.41
4 O -0.36
5 O -0.37
6 O -0.41
7 S 0.29
8 O -0.42
9 O -0.38
10 O -0.38
11 O -0.41
12 S 0.27
13 O -0.40
14 O -0.37
15 O -0.41
16 O -0.40